one | Density functional theory data (the ωB97M-V functional and the def2-TZVPD basis) for C2HN3OS in the gas phase.

```
8
Properties=species:S:1:pos:R:3:mulliken_charge:R:1
S 0.2588 -1.1160 2.4781 -0.15
C 0.5296 -0.9930 0.9183 -0.21
C 0.1391 0.1591 0.0389 0.62
N -0.8617 0.9723 0.3353 -0.17
N -1.0163 1.5985 -0.8605 -0.25
N -0.2897 1.1451 -1.7937 0.02
O 0.4900 0.2000 -1.3048 -0.09
H 0.7501 -1.9661 0.1884 0.23
```

Properties
* net charge: 0
* gap between HOMO and LUMO: 0.294 Eh
* SMILES: S=Cc1nnno1
* LUMO energy: -1.8 eV

=====

two | Density functional theory data (the ωB97M-V functional and the def2-TZVPD basis) for C2HN3OS in the gas phase.

```
8
Properties=species:S:1:pos:R:3:mulliken_charge:R:1
N -2.8638 -2.3179 -0.3397 -0.31
C -2.2809 -1.3588 -0.1383 0.20
S -1.1658 0.1304 0.4144 0.81
N 0.0801 0.2420 -0.4011 -0.52
O -1.2143 0.0710 1.8594 -0.48
C -2.2407 1.4471 -0.2376 0.27
N -3.1394 2.0308 -0.6370 -0.26
H 0.7436 -0.5404 -0.3421 0.30
```

Properties
* net charge: 0
* gap between HOMO and LUMO: 0.404 Eh
* SMILES: N#CS(=N)(=O)C#N
* LUMO energy: -1.1 eV

=====

Name the least stable of them. two.

=====

one | Density functional theory data (the ωB97M-V functional and the def2-TZVPD basis) for CH6N2O in the gas phase.

```
10
Properties=species:S:1:pos:R:3:mulliken_charge:R:1
C 1.2123 -0.4938 0.2118 -0.78
N -0.1508 -0.5780 -0.6061 -0.33
O -0.5718 0.8237 -0.7845 -0.22
N -1.4806 1.2371 0.1521 -0.35
H 1.8000 -1.3262 -0.0420 0.36
H 1.6918 0.4316 0.1225 0.31
H 0.8848 -0.6339 1.2244 0.25
H -0.0189 -1.1707 -1.3612 0.24
H -1.2267 1.2459 1.1520 0.23
H -2.1402 0.4643 -0.0690 0.29
```

Properties
* net charge: 0
* gap between HOMO and LUMO: 0.388 Eh
* SMILES: CNON
* LUMO energy: 1.2 eV

=====

two | Density functional theory data (the ωB97M-V functional and the def2-TZVPD basis) for 2 unconnected molecules or ions with the total composition CH6N2O.

```
10
Properties=species:S:1:pos:R:3:mulliken_charge:R:1
H 0.4397 3.1631 0.5452 0.23
N -0.1925 2.6794 1.1730 -0.67
C 0.1887 1.5291 1.5397 0.12
N -0.4407 0.9025 2.5709 -0.42
H 0.9418 0.9165 1.0370 0.30
H -1.0157 1.4811 3.1565 0.25
H -0.2700 -0.0552 2.8008 0.19
O -0.1739 -3.6288 -4.4935 -0.64
H 0.0958 -4.1031 -3.6981 0.32
H 0.4268 -2.8846 -4.6313 0.32
```

Properties
* net charge: 0
* gap between HOMO and LUMO: 0.370 Eh
* SMILES: [H]/N=C/N.O
* LUMO energy: 0.9 eV

=====

Name the least stable of them. one.

=====

one | Density functional theory data (the ωB97M-V functional and the def2-TZVPD basis) for 6 unconnected molecules or ions with the total composition H13O6.

```
19
Properties=species:S:1:pos:R:3:mulliken_charge:R:1
O 0.2481 0.5777 0.3520 -0.24
H -0.3509 -0.0818 0.8377 0.43
H -0.2515 0.8825 -0.3094 0.38
H 1.1459 0.2564 0.1825 0.43
O -0.6485 0.4282 -2.1824 -0.67
H -0.1247 -0.1278 -2.6411 0.30
H -0.5752 1.3643 -2.3052 0.36
O 0.7308 -2.2281 -0.2683 -0.51
H 1.4379 -2.8153 -0.1267 0.27
H 0.0989 -2.4878 -0.8693 0.28
O -2.7130 2.7130 -0.3342 -0.62
H -3.4208 3.3091 -0.4898 0.31
H -1.9563 3.2956 -0.1461 0.32
O 3.1545 -0.2824 0.8869 -0.66
H 3.6425 0.4637 0.7542 0.31
H 3.5858 -0.9418 0.2947 0.34
O -1.3723 -1.2342 1.7828 -0.62
H -1.9055 -1.1430 2.4224 0.23
H -0.7255 -1.9483 2.1592 0.36
```

Properties
* net charge: +1
* gap between HOMO and LUMO: 0.426 Eh
* LUMO energy: -3.2 eV

=====

two | Density functional theory data (the ωB97M-V functional and the def2-TZVPD basis) for 6 unconnected molecules or ions with the total composition H13O6.

```
19
Properties=species:S:1:pos:R:3:mulliken_charge:R:1
O 19.4770 28.2370 35.1220 -0.25
H 19.4530 27.4400 35.6910 0.40
H 20.0760 28.2930 34.3610 0.40
H 18.6380 28.3720 34.6810 0.52
O 20.8220 25.8760 36.2920 -0.42
H 20.5720 25.1860 36.6630 0.19
H 21.6430 25.9810 36.5580 0.23
O 17.9490 26.5200 36.8730 -0.62
H 17.1240 26.6290 37.3230 0.29
H 18.3190 25.5960 37.0310 0.30
O 19.0600 25.4880 33.7710 -0.62
H 19.1330 25.7580 32.8040 0.32
H 19.9670 25.3310 34.2470 0.31
O 17.5210 28.7240 33.3940 -0.76
H 17.1630 29.7000 33.4330 0.35
H 16.6020 28.2370 33.2190 0.37
O 21.8010 27.7070 33.5550 -0.65
H 22.7160 28.1270 33.7290 0.34
H 21.7830 26.8250 33.4620 0.28
```

Properties
* net charge: +1
* gap between HOMO and LUMO: 0.435 Eh
* LUMO energy: -3.1 eV

=====

Name the least stable of them. two.

=====

one | Density functional theory data (the ωB97M-V functional and the def2-TZVPD basis) for a molecular structure, CH11NO4.

```
17
Properties=species:S:1:pos:R:3:mulliken_charge:R:1
N 1.3092 1.2435 1.1918 -0.35
C -0.0656 0.7107 0.9418 -0.77
O -1.5024 -0.6345 -1.3577 -0.72
H 1.7396 0.7007 1.9433 0.31
H 1.8746 1.0045 0.3386 0.38
H -0.6915 1.2005 1.8002 0.34
H -0.3673 0.9437 -0.0773 0.41
H -0.1397 -0.3642 1.0899 0.44
H -1.9210 -0.5096 -2.2135 0.23
H -3.2620 -0.5221 1.0999 0.25
O -2.5411 -0.0113 0.7287 -0.68
H 1.4361 -0.9578 -0.8618 0.46
H -2.1417 -0.4730 -0.4106 0.40
O 2.3748 0.3830 -1.1306 -0.74
H -0.0395 -1.4294 -0.9327 0.41
H 3.1387 0.3682 -1.6713 0.23
O 0.7990 -1.6531 -0.4786 -0.61
```

Properties
* net charge: 0
* gap between HOMO and LUMO: 0.144 Eh
* LUMO energy: -5.7 eV

=====

two | Density functional theory data (the ωB97M-V functional and the def2-TZVPD basis) for 5 unconnected molecules or ions with the total composition CH11NO4.

```
17
Properties=species:S:1:pos:R:3:mulliken_charge:R:1
C -1.1661 1.9685 -0.0358 -0.16
N -0.9648 0.9697 -0.7790 -0.49
H -1.4051 2.9405 -0.4788 0.24
H -1.1931 2.0172 1.0518 0.21
H -0.7947 0.1266 -0.2221 0.24
O 0.2412 -1.2582 1.2562 -0.66
H 0.3325 -2.1143 1.7281 0.28
H 0.9455 -1.4053 0.5628 0.40
O 1.8121 -2.0135 -0.7724 -0.71
H 2.0762 -1.2130 -1.2384 0.34
H 1.2365 -2.3895 -1.4454 0.33
O -0.7332 1.1818 2.9668 -0.66
H -0.6870 0.3046 2.5808 0.33
H 0.0812 1.3426 3.4324 0.31
O 0.2677 -0.4254 -2.6247 -0.60
H 0.2500 0.5387 -2.5881 0.34
H -0.2986 -0.5710 -3.3941 0.27
```

Properties
* net charge: 0
* gap between HOMO and LUMO: 0.376 Eh
* SMILES: C=N.O.O.O.O
* LUMO energy: 0.7 eV

=====

Name the least stable of them. one.

=====

one | Density functional theory data (the ωB97M-V functional and the def2-TZVPD basis) for 3 unconnected molecules or ions with the total composition C2H8OS.

```
12
Properties=species:S:1:pos:R:3:mulliken_charge:R:1
C 1.3314 -1.5733 1.7172 -0.44
C 0.3874 -1.1361 2.8206 -0.92
S -0.6413 1.9247 -2.1403 -0.39
H 2.0901 -0.8226 1.5437 0.33
H 1.6103 -2.6152 1.7899 0.29
H -0.0866 -0.1924 2.5592 0.34
H 0.9408 -0.9621 3.7671 0.34
H -0.2873 -1.9622 3.0249 0.32
H -1.6929 2.4640 -2.7575 0.09
H 0.2055 -0.5525 -0.7224 0.29
H 0.3293 -1.3264 0.6870 0.40
O -0.2593 -1.1897 -0.1611 -0.64
```

Properties
* net charge: 0
* gap between HOMO and LUMO: 0.117 Eh
* LUMO energy: -4.2 eV

=====

two | Density functional theory data (the ωB97M-V functional and the def2-TZVPD basis) for 2 unconnected molecules or ions with the total composition C2H8OS.

```
12
Properties=species:S:1:pos:R:3:mulliken_charge:R:1
C 1.2479 0.5899 1.1201 -0.50
O 1.1277 1.2079 2.4495 -0.50
H 0.4266 1.2204 0.5182 0.11
H 2.1046 0.7282 0.5339 0.32
H 0.9491 -0.3865 0.9865 0.30
H 1.3469 0.6363 3.1127 0.27
C -1.6201 -0.6121 -1.2444 -0.63
S -0.2367 -1.4875 -2.0182 -0.21
H -2.3708 -0.1000 -1.8817 0.31
H -1.3431 0.0508 -0.4264 0.15
H -2.2093 -1.4110 -0.6330 0.25
H 0.5773 -0.4364 -2.5171 0.12
```

Properties
* net charge: 0
* gap between HOMO and LUMO: 0.371 Eh
* SMILES: CO.CS
* LUMO energy: 0.8 eV

=====

Name the least stable of them. one.

=====

one | Density functional theory data (the ωB97M-V functional and the def2-TZVPD basis) for 2 unconnected molecules or ions with the total composition C6H14Si.

```
21
Properties=species:S:1:pos:R:3:mulliken_charge:R:1
C 1.5651 1.0484 -0.6097 -0.69
C 2.2005 -0.0687 -0.2879 0.76
C 3.3922 -0.1599 0.6857 -0.93
C 1.5217 -1.3615 -0.5761 -0.97
C -2.1624 1.5829 0.5980 -0.84
C -3.0668 0.3768 0.2936 -0.46
Si -2.4001 -1.1043 -0.8296 0.16
H 1.9352 2.1584 -0.4365 0.24
H 4.1158 -0.8336 0.2165 0.27
H 3.8903 0.8497 0.7501 0.32
H 2.8792 -0.5753 1.7010 0.24
H 1.2039 -1.9693 0.4097 0.22
H 2.1833 -2.1073 -1.2326 0.26
H 0.7118 -1.2779 -1.1985 0.22
H -2.5735 2.0847 1.4854 0.33
H -1.0430 1.4156 0.8261 0.17
H -2.1240 2.5231 -0.0661 0.28
H -3.7390 0.7627 -0.5004 0.20
H -3.5831 0.0380 1.2889 0.32
H -2.0229 -2.4890 -0.3022 -0.06
H -2.8843 -0.8935 -2.2154 -0.06
```

Properties
* net charge: 0
* gap between HOMO and LUMO (alpha / beta): 0.324 / 0.243 Eh
* LUMO energy (alpha / beta): -0.3 / -0.2 eV

=====

two | Density functional theory data (the ωB97M-V functional and the def2-TZVPD basis) for C6H14Si in the gas phase.

```
21
Properties=species:S:1:pos:R:3:mulliken_charge:R:1
C 3.0102 0.6136 -0.2708 -1.41
C 1.6580 0.0293 -0.0320 0.77
C 1.7208 -0.9773 1.1053 -1.09
Si 0.1571 0.5946 -0.7642 0.02
C -1.4478 -0.4044 -0.3029 0.30
C -2.5241 -0.1448 -1.3001 -1.20
C -1.9135 0.1330 1.0369 -1.22
H 3.1138 1.3124 -1.0621 0.38
H 3.4570 1.2702 0.5577 0.29
H 3.8708 -0.1324 -0.3252 0.29
H 2.7320 -1.2320 1.3260 0.41
H 1.0414 -1.8420 0.6870 0.21
H 1.1101 -0.4777 1.8439 0.21
H -0.2272 1.5749 -1.7939 -0.09
H -1.1584 -1.4283 -0.1383 0.32
H -2.5612 1.0121 -1.4214 0.27
H -2.4972 -0.3502 -2.3932 0.35
H -3.5789 -0.5177 -0.8499 0.25
H -2.8503 -0.2023 1.3798 0.46
H -1.9775 1.3510 1.0064 0.22
H -1.1352 -0.1819 1.7109 0.27
```

Properties
* net charge: 0
* gap between HOMO and LUMO: 0.299 Eh
* SMILES: CC(C)=[SiH]C(C)C
* LUMO energy: 0.7 eV

=====

Name the least stable of them. one.